{"formula": "C5H6O", "method": "ωB97M-V/def2-TZVPD", "elements": ["C", "C", "C", "O", "C", "C", "H", "H", "H", "H", "H", "H"], "coordinates": [[-1.38, 1.88, 0.99], [-0.49, 1.39, 0.35], [0.66, 0.85, -0.36], [0.49, 0.06, -1.50], [1.01, -0.56, -0.23], [-0.05, -1.52, 0.19], [-2.18, 2.34, 1.54], [1.47, 1.56, -0.49], [2.05, -0.87, -0.30], [-0.56, -1.34, -0.76], [-0.71, -1.18, 1.00], [0.27, -2.56, 0.32]], "relative_energy_kcal_mol": 77.6, "lumo_ev": 1.1, "gap_ev": 11.13}

=====

{"formula": "C5H13O2", "method": "ωB97M-V/def2-TZVPD", "elements": ["C", "O", "C", "C", "C", "C", "H", "H", "H", "H", "H", "H", "H", "H", "H", "H", "H", "H", "H", "O"], "coordinates": [[-0.22, 1.74, -0.48], [-1.09, 0.92, -1.22], [0.68, 0.72, 0.29], [0.46, -0.73, 0.08], [0.21, -1.61, 1.26], [1.54, -1.35, -0.89], [0.47, 2.47, -1.06], [-0.66, 2.47, 0.13], [0.78, 1.09, 1.32], [1.66, 0.78, -0.11], [-0.34, -0.76, -0.59], [-0.24, -2.65, 0.90], [1.06, -1.66, 1.99], [-0.55, -1.11, 1.94], [2.41, -1.57, -0.29], [1.73, -0.65, -1.69], [1.12, -2.36, -1.15], [-3.44, 2.08, -0.30], [-2.37, 0.93, -0.37], [-3.20, 1.25, 0.25]], "relative_energy_kcal_mol": 39.3, "total_charge": -1, "lumo_ev": 3.9, "gap_ev": 7.29}

=====

{"formula": "C27H44InN3OP3", "method": "ωB97M-V/def2-TZVPD", "elements": ["In", "P", "P", "P", "H", "C", "C", "H", "C", "C", "C", "C", "C", "C", "C", "C", "C", "H", "H", "H", "H", "H", "H", "H", "H", "H", "H", "H", "H", "H", "H", "H", "H", "H", "H", "H", "H", "H", "H", "H", "H", "H", "H", "H", "H", "H", "C", "C", "C", "C", "C", "C", "O", "H", "H", "H", "H", "H", "H", "N", "C", "C", "C", "C", "C", "C", "C", "N", "C", "C", "N", "C", "H", "H", "H", "H", "H", "H", "H"], "coordinates": [[-0.98, 0.72, -0.83], [2.85, -1.50, 0.75], [1.24, 2.18, -0.66], [-1.05, -1.99, -0.93], [-0.07, 2.39, -6.77], [-1.08, 1.98, -6.70], [-2.12, 2.55, -6.08], [-2.10, 3.55, -5.65], [4.06, -2.76, 0.27], [3.74, -0.24, 1.69], [1.61, -2.22, 1.82], [0.72, 3.53, -1.78], [1.60, 3.04, 0.91], [2.94, 1.86, -1.26], [-2.38, -2.33, -2.13], [-1.64, -3.05, 0.44], [0.24, -3.07, -1.69], [-1.27, 1.07, -7.29], [-3.09, 2.05, -6.15], [4.48, -3.22, 1.19], [4.87, -2.31, -0.30], [3.60, -3.55, -0.34], [4.78, -0.55, 1.82], [3.26, -0.13, 2.66], [3.71, 0.71, 1.16], [2.06, -3.06, 2.37], [0.74, -2.57, 1.26], [1.27, -1.46, 2.54], [1.32, 4.43, -1.57], [-0.35, 3.77, -1.65], [0.87, 3.23, -2.83], [2.46, 3.72, 0.76], [1.86, 2.32, 1.70], [0.73, 3.63, 1.24], [3.60, 2.70, -0.98], [2.94, 1.76, -2.36], [3.37, 0.95, -0.83], [-2.72, -3.36, -1.94], [-2.03, -2.25, -3.17], [-3.21, -1.63, -1.99], [-2.47, -3.66, 0.06], [-2.01, -2.44, 1.26], [-0.86, -3.73, 0.79], [-0.25, -4.01, -2.01], [1.04, -3.30, -0.98], [0.67, -2.57, -2.58], [-1.44, 0.74, -3.66], [-0.16, 0.24, -4.04], [-0.11, -0.84, -4.91], [-1.28, -1.33, -5.50], [-2.49, -0.66, -5.31], [-2.62, 0.27, -4.29], [-1.49, 1.68, -2.70], [2.28, -0.86, -0.41], [0.73, 0.71, -3.58], [0.86, -1.26, -5.17], [-1.22, -2.21, -6.15], [-3.32, -0.85, -5.98], [-3.57, 0.74, -4.03], [0.48, 0.99, 10.11], [0.23, 0.85, 8.98], [-0.17, 0.71, 7.60], [-1.49, 0.33, 7.33], [-1.93, 0.24, 6.01], [-1.07, 0.55, 4.95], [0.26, 0.93, 5.21], [0.71, 1.00, 6.54], [-1.59, 0.51, 3.64], [-2.95, 0.38, 3.31], [-3.02, 0.49, 1.96], [-1.74, 0.65, 1.44], [-0.90, 0.65, 2.48], [-2.19, 0.12, 8.14], [-2.97, -0.04, 5.81], [0.92, 1.21, 4.39], [1.72, 1.30, 6.77], [-3.72, 0.30, 4.05], [-3.88, 0.45, 1.33], [0.18, 0.79, 2.43]], "relative_energy_kcal_mol": 0.0, "total_charge": 3, "lumo_ev": [-9.7, -9.7], "gap_ev": [5.42, 5.42]}